Record 1
# C30H34NO9W

A structure of composition C30H34NO9W (wB97M-V/def2-TZVPD, OMol25).

Atoms and positions in Å:
C (0.1493, -0.8309, -5.0821)
C (-0.1628, -1.6208, -3.8104)
C (-0.2760, 0.6372, -4.8338)
C (-1.1596, 0.5810, -3.5758)
H (-0.8474, 0.9649, -5.7089)
H (0.6065, 1.2772, -4.7153)
C (-1.4011, -0.9150, -3.2533)
H (0.6929, -1.5265, -3.1288)
H (-0.3287, -2.6769, -4.0363)
C (-1.4986, -1.0201, -1.7586)
H (-2.3012, -1.3039, -3.7531)
H (-2.1272, 1.0744, -3.7413)
C (-0.5599, 1.1535, -2.2505)
C (1.5910, -0.9783, -5.5232)
C (-0.5858, -1.4588, -6.2636)
O (-1.0785, -0.8561, -7.2009)
O (2.5489, -0.9889, -4.7610)
O (1.6980, -1.1442, -6.8503)
O (-0.6057, -2.7998, -6.1797)
C (-1.2214, -3.4449, -7.2940)
H (-1.1080, -4.5101, -7.0992)
H (-0.7100, -3.1619, -8.2174)
H (-2.2771, -3.1669, -7.3540)
C (3.0421, -1.3682, -7.2650)
H (3.6968, -0.5621, -6.9086)
H (3.0020, -1.3942, -8.3555)
H (3.4025, -2.3266, -6.8673)
O (-0.6082, -0.0140, -1.2482)
H (-1.1898, -1.9898, -1.3462)
H (-2.5254, -0.7962, -1.4213)
C (-1.4594, 2.2385, -1.6785)
C (0.8998, 1.5929, -2.2619)
H (1.0342, 2.5004, -2.8684)
H (1.5609, 0.7987, -2.6320)
H (1.2022, 1.8391, -1.2354)
H (-1.0694, 2.5735, -0.7107)
H (-2.4732, 1.8382, -1.5434)
H (-1.5071, 3.1065, -2.3540)
W (-0.6451, -0.6526, 1.5040)
C (-2.2367, -0.0819, 2.7979)
C (-2.7599, -0.3617, 1.4806)
C (-2.4876, -1.7577, 1.1843)
H (-3.3553, 0.3222, 0.8831)
C (-1.8125, -2.3267, 2.3135)
C (-1.6669, -1.2977, 3.3101)
H (-1.3108, -1.4391, 4.3280)
H (-2.3652, 0.8487, 3.3349)
H (-2.8512, -2.2947, 0.3137)
H (-1.5476, -3.3727, 2.4378)
C (1.5458, 0.2274, 2.0692)
C (1.1877, -0.9567, 2.8118)
C (1.1187, -2.0654, 1.8794)
H (1.1116, -1.0203, 3.8962)
C (1.4125, -1.5523, 0.5600)
C (1.6900, -0.1425, 0.6884)
H (2.0688, 0.5019, -0.0988)
H (1.7242, 1.2093, 2.4970)
H (0.9863, -3.1113, 2.1468)
H (1.5039, -2.1433, -0.3512)
O (0.1370, -0.2010, 5.6176)
C (0.0899, 1.0435, 5.3967)
O (-0.0994, 1.6820, 4.3277)
C (0.3471, 1.8696, 6.6478)
C (1.1654, 3.0125, 6.5761)
C (1.5920, 3.6607, 7.7337)
C (1.1509, 3.1986, 8.9898)
C (0.2598, 2.1047, 9.0736)
C (-0.1273, 1.4477, 7.9113)
N (1.6184, 3.8403, 10.1712)
O (2.4357, 4.7833, 10.0505)
O (1.2027, 3.4472, 11.2856)
H (1.4902, 3.3789, 5.6013)
H (2.2615, 4.5151, 7.6868)
H (-0.0985, 1.7842, 10.0499)
H (-0.7818, 0.5791, 7.9818)

Forces on atoms 1 to 3 (eV/Å):
0.1 -0.7 -0.9
0.3 0.2 0.2
-0.1 -0.3 -0.1

Computed properties:
**DFT total energy**: -53401.312 eV
**2S+1**: 3
**Total charge**: -1
**Orbital gap (spin up / spin down)**: 4.57 / 4.91 eV
**Energy relative to the best compared isomer or geometry (same formula, charge and spin)**: 0.000 eV
**HOMO level (spin up / spin down)**: -2.7 / -3.1 eV

Atom charges from the Löwdin analysis, given in e for atoms 1 to 4:
1. C -0.2404
2. C -0.0453
3. C -0.0190
4. C -0.1559


Record 2
# C30H35CuN2O4PS

A structure of composition C30H35CuN2O4PS (wB97M-V/def2-TZVPD, OMol25).

Atoms and positions in Å:
Cu (-1.0932, 0.0967, -1.5039)
O (-3.4771, 0.0566, -1.5124)
C (-4.0433, -1.0209, -1.4766)
C (-3.6633, -2.2140, -0.7475)
C (-4.6108, -3.2321, -0.7346)
C (-4.4025, -4.3988, -0.0342)
C (-3.1946, -4.5944, 0.6738)
C (-2.2405, -3.6303, 0.6616)
C (-2.3983, -2.3771, -0.0489)
O (-1.4768, -1.5338, -0.0297)
N (-5.4097, -5.4172, -0.0268)
O (-6.4541, -5.2213, -0.6379)
O (-5.1908, -6.4483, 0.5983)
H (-4.9893, -1.1427, -2.0462)
H (-5.5399, -3.1038, -1.2761)
H (-3.0494, -5.5215, 1.2099)
H (-1.3017, -3.7649, 1.1839)
C (5.2077, -0.6742, 3.6176)
C (4.0199, 0.0540, 2.9776)
C (2.7405, -0.4563, 3.6498)
C (4.1567, 1.5590, 3.2507)
C (3.9771, -0.1573, 1.4628)
C (5.1631, -0.3143, 0.7252)
C (5.1596, -0.4494, -0.6523)
C (3.9432, -0.4228, -1.3216)
S (3.5777, -0.5754, -3.0078)
C (1.8490, -0.4111, -2.6287)
N (1.6003, -0.2611, -1.3718)
C (2.7480, -0.2648, -0.6105)
C (2.7732, -0.1334, 0.7768)
C (0.8312, -0.4526, -3.6882)
C (1.2355, -0.7607, -4.9934)
C (0.3109, -0.8257, -6.0170)
C (-1.0267, -0.5762, -5.7227)
C (-1.4100, -0.2687, -4.4263)
C (-0.5136, -0.1888, -3.3413)
H (5.1455, -0.5904, 4.7049)
H (6.1647, -0.2474, 3.3148)
H (5.2077, -1.7342, 3.3560)
H (2.8392, -0.3805, 4.7350)
H (2.5469, -1.4990, 3.3923)
H (1.8660, 0.1286, 3.3628)
H (4.2187, 1.7518, 4.3257)
H (3.2969, 2.1004, 2.8509)
H (5.0557, 1.9577, 2.7759)
H (6.1160, -0.3361, 1.2363)
H (6.0906, -0.5759, -1.1908)
H (1.8225, -0.0286, 1.2813)
H (2.2782, -0.9657, -5.2179)
H (0.6233, -1.0717, -7.0248)
H (-1.7702, -0.6241, -6.5124)
H (-2.4634, -0.0731, -4.2433)
C (1.0562, 3.2664, 0.1177)
C (0.0142, 2.5928, 1.0093)
P (-1.2765, 1.7435, 0.0122)
C (-2.1368, 3.1313, -0.8411)
C (-2.7785, 4.2386, -0.0118)
C (-2.4993, 1.2085, 1.2941)
C (-2.5863, 1.9776, 2.6113)
H (1.9071, 3.6225, 0.7013)
H (0.6310, 4.1267, -0.4031)
H (1.4270, 2.5692, -0.6371)
H (-0.4285, 3.3092, 1.7048)
H (0.4933, 1.8200, 1.6183)
H (-2.8763, 2.6352, -1.4744)
H (-1.4003, 3.5498, -1.5330)
H (-3.5807, 3.8501, 0.6170)
H (-3.2128, 5.0055, -0.6579)
H (-2.0528, 4.7318, 0.6397)
H (-2.2570, 0.1623, 1.4893)
H (-3.4623, 1.1877, 0.7778)
H (-1.6643, 1.8782, 3.1877)
H (-3.3960, 1.5854, 3.2312)
H (-2.7666, 3.0435, 2.4684)

Forces on atoms 1 to 3 (eV/Å):
0.5 0.0 0.3
-0.1 0.1 0.0
-0.1 -0.1 0.0

Computed properties:
**DFT total energy**: -107612.805 eV
**Total charge**: -1
**Orbital gap**: 6.72 eV
**Energy relative to the best compared isomer or geometry (same formula, charge and spin)**: 0.000 eV
**HOMO level**: -4.4 eV

Atom charges from the Löwdin analysis, given in e for atoms 1 to 4:
1. Cu 0.1849
2. O -0.0323
3. C -0.2113
4. C -0.1059


Record 3
# C30H35FN5O2S2SiTi

A structure of composition C30H35FN5O2S2SiTi (wB97M-V/def2-TZVPD, OMol25).

Atoms and positions in Å:
Ti (0.4830, -1.2290, -0.4680)
C (3.0601, 0.6810, -1.0744)
C (2.3477, -0.1964, -0.0674)
N (1.1806, 0.2875, 0.4934)
N (0.9694, 0.7074, 1.7930)
C (-0.2260, 0.4293, 2.1525)
S (-1.2946, -0.5393, 1.1576)
S (-0.8842, 1.0505, 3.6642)
C (0.4940, 2.1027, 4.2075)
C (0.5812, 3.4376, 3.5194)
C (1.5701, 3.6939, 2.5736)
C (1.6696, 4.9461, 1.9809)
C (0.7866, 5.9597, 2.3271)
C (-0.2130, 5.7076, 3.2586)
C (-0.3155, 4.4538, 3.8420)
C (3.1779, -1.0986, 0.7771)
C (4.4605, -0.8469, 1.2408)
C (5.1110, -1.7625, 2.0637)
C (4.4651, -2.9378, 2.4256)
C (3.1866, -3.2167, 1.9599)
C (2.5480, -2.3061, 1.1217)
O (1.3482, -2.5525, 0.5849)
H (3.6760, 1.4480, -0.5836)
H (2.3354, 1.1953, -1.7069)
H (3.7176, 0.0896, -1.7167)
H (1.4121, 1.5337, 4.0755)
H (0.3166, 2.2415, 5.2755)
H (2.2431, 2.8930, 2.2958)
H (2.4448, 5.1299, 1.2467)
H (0.8697, 6.9371, 1.8676)
H (-0.9155, 6.4868, 3.5275)
H (-1.1015, 4.2567, 4.5626)
H (4.9576, 0.0758, 0.9607)
H (6.1125, -1.5580, 2.4224)
H (4.9652, -3.6521, 3.0698)
H (2.6787, -4.1374, 2.2193)
C (-1.6137, -4.0117, 1.0250)
Si (-2.0407, -3.6186, -0.7525)
C (-2.0611, -5.3027, -1.6073)
C (-3.7832, -2.8940, -0.7751)
N (-0.8847, -2.5538, -1.4808)
C (-0.6575, -2.6246, -2.8324)
C (-1.5877, -2.9538, -3.8380)
C (-1.2396, -2.9950, -5.1815)
C (0.0470, -2.6967, -5.6051)
C (0.9953, -2.3382, -4.6489)
C (0.6133, -2.3141, -3.3367)
F (1.5408, -1.9279, -2.3882)
H (-2.2141, -4.8724, 1.3375)
H (-1.8154, -3.1831, 1.7027)
H (-0.5564, -4.2642, 1.1207)
H (-2.8061, -5.9424, -1.1249)
H (-1.0863, -5.7827, -1.4865)
H (-2.2819, -5.2687, -2.6739)
H (-4.4486, -3.4584, -0.1154)
H (-4.2316, -2.8773, -1.7719)
H (-3.7459, -1.8643, -0.4086)
H (-2.6094, -3.1646, -3.5472)
H (-1.9967, -3.2560, -5.9120)
H (0.3096, -2.7241, -6.6540)
H (2.0112, -2.0745, -4.9129)
N (-0.1582, 0.2888, -2.1643)
C (-0.7669, 1.1432, -1.6689)
N (-1.4618, 2.1350, -1.1628)
C (-0.8758, 2.9187, -0.0613)
C (-1.5763, 4.2604, -0.0306)
O (-2.9825, 4.1084, 0.1057)
C (-3.5268, 3.3586, -0.9627)
C (-2.9173, 1.9721, -1.0375)
H (0.1951, 3.0253, -0.2255)
H (-1.0287, 2.3890, 0.8820)
H (-1.3555, 4.8210, -0.9501)
H (-1.2376, 4.8324, 0.8302)
H (-3.3588, 3.8865, -1.9123)
H (-4.5991, 3.2873, -0.7830)
H (-3.2889, 1.4301, -1.9068)
H (-3.1360, 1.3959, -0.1336)

Forces on atoms 1 to 3 (eV/Å):
0.0 0.1 0.3
0.0 0.0 0.0
0.0 0.1 -0.1

Computed properties:
**DFT total energy**: -98609.734 eV
**Total charge**: -1
**Orbital gap**: 6.71 eV
**Energy relative to the best compared isomer or geometry (same formula, charge and spin)**: 0.266 eV
**HOMO level**: -4.1 eV

Atom charges from the Löwdin analysis, given in e for atoms 1 to 4:
1. Ti 0.8210
2. C -0.0684
3. C -0.4242
4. N -0.2250


Question: Which formula does entry 2 have?
Answer: C30H35CuN2O4PS